Record 1
Here is a 2-piece molecular cluster, C5H11NO overall at a distorted geometry from the Open Molecules 2025 dataset. Energies are from wB97M-V/def2-TZVPD.

Output
- HOMO (spin up / spin down): -12.6876 / -12.6871 eV
- Maximum force: 1.75 eV/A
- ΔE to the lowest compared entry with this formula, charge and spin: 41.1 kcal/mol

The geometry in ORCA input format:
```
! RIJCOSX wB97M-V def2-TZVPD def2/J DEFGRID3
* xyz 1 2
O -3.01635 1.11457 1.22552
C -1.99073 1.38938 0.67809
C -1.31661 0.45339 -0.31239
C -1.46292 0.95184 -1.75322
H -1.52323 2.37204 0.87100
H -1.80656 -0.51745 -0.21698
H -0.26285 0.31656 -0.04634
H -2.49745 1.23992 -1.93136
H -1.20145 0.15008 -2.44190
H -0.82471 1.81211 -1.95600
C 1.57232 -1.99048 1.52889
C 2.06755 -1.44036 0.36836
N 2.52944 -0.19354 0.27892
H 1.41725 -1.32934 2.37555
H 1.30379 -3.03245 1.59441
H 2.15339 -1.98459 -0.56558
H 2.23217 0.49821 0.96189
H 2.62696 0.19010 -0.65886
*
```



Record 2
Here is one molecule with the formula C5H11NO2 at a distorted geometry from the Open Molecules 2025 dataset. Energies are from wB97M-V/def2-TZVPD.

Output
- HOMO: -8.6763 eV
- Maximum force: 5.06 eV/A
- ΔE to the lowest compared entry with this formula, charge and spin: 80.5 kcal/mol

The geometry in ORCA input format:
```
! RIJCOSX wB97M-V def2-TZVPD def2/J DEFGRID3
* xyz 0 1
C -1.54124 0.91590 2.20644
C -1.41977 0.26312 0.92137
O -2.02055 -0.56228 0.27879
N 0.00271 0.45135 0.40502
C 0.35793 1.64887 -0.41052
C 0.50977 -0.87636 -0.14040
C 1.90813 -0.80117 -0.83357
O 1.79998 -1.28994 -2.19140
H -2.05129 0.38829 3.00531
H -1.93806 1.93588 2.29100
H -0.62321 1.51788 2.40589
H 0.06928 2.59597 0.03073
H 1.42472 1.72420 -0.60343
H -0.16834 1.65671 -1.42614
H 0.52711 -1.43971 0.81057
H -0.07777 -1.37417 -0.90148
H 2.19752 0.24671 -0.87027
H 2.57814 -1.50448 -0.37238
H 1.23900 -0.56664 -2.62459
*
```



Record 3
Here is one molecule with the formula C5H11NO2 at a distorted geometry from the Open Molecules 2025 dataset. Energies are from wB97M-V/def2-TZVPD.

Output
- HOMO: -8.9299 eV
- Maximum force: 2.34 eV/A
- ΔE to the lowest compared entry with this formula, charge and spin: 46.5 kcal/mol

The geometry in ORCA input format:
```
! RIJCOSX wB97M-V def2-TZVPD def2/J DEFGRID3
* xyz 0 1
C -0.41414 0.55956 -2.70285
C 0.44111 0.26175 -1.52851
O 1.62513 0.08870 -1.64420
N -0.19802 0.26616 -0.23648
C 0.21265 1.46393 0.50784
C 0.09880 -1.03185 0.43258
C -0.43925 -1.24709 1.80089
O 0.15833 -0.50512 2.87080
H 0.16978 0.36018 -3.58896
H -0.85441 1.55355 -2.58786
H -1.31943 -0.05564 -2.68160
H 1.11111 1.93749 0.10517
H -0.57158 2.22365 0.41696
H 0.45410 1.28618 1.54339
H -0.42254 -1.78270 -0.18368
H 1.15296 -1.26789 0.23714
H -1.46805 -0.85411 1.84718
H -0.63957 -2.28212 2.08509
H 0.90302 -0.97463 3.30711
*
```



Record 4
Here is a 2-piece molecular cluster, C5H11NO2 overall at a distorted geometry from the Open Molecules 2025 dataset. Energies are from wB97M-V/def2-TZVPD.

Output
- HOMO: -9.6754 eV
- Maximum force: 2.60 eV/A
- ΔE to the lowest compared entry with this formula, charge and spin: 68.9 kcal/mol

The geometry in ORCA input format:
```
! RIJCOSX wB97M-V def2-TZVPD def2/J DEFGRID3
* xyz 0 1
C 0.86042 1.11753 -1.25267
C 1.41529 0.37210 -0.04950
C 0.75978 -1.02160 0.13853
C 1.36104 -1.79944 1.28788
O 0.13022 -1.56046 -0.74194
H 0.98716 0.52741 -2.15726
H 1.36101 2.07658 -1.36954
H -0.19960 1.31732 -1.11961
H 2.48847 0.20107 -0.16397
H 1.27589 0.94927 0.86693
H 0.84442 -2.74940 1.40338
H 2.40718 -2.01068 1.07247
H 1.32624 -1.21294 2.20256
C -2.62843 -0.17848 -0.36857
N -2.93681 0.85378 0.30161
O -1.95905 1.82984 0.43404
H -3.42685 -0.87985 -0.55108
H -1.66335 -0.39973 -0.80871
H -2.40304 2.56767 0.87545
*
```



Record 5
Here is C5H11NO2 as an isolated structure at a distorted geometry from the Open Molecules 2025 dataset. Energies are from wB97M-V/def2-TZVPD.

Output
- HOMO (spin up / spin down): -7.6045 / -7.6076 eV
- Maximum force: 2.91 eV/A
- ΔE to the lowest compared entry with this formula, charge and spin: 182.5 kcal/mol

The geometry in ORCA input format:
```
! RIJCOSX wB97M-V def2-TZVPD def2/J DEFGRID3
* xyz 0 1
C -0.86919 0.73669 0.24356
C 1.96837 -0.38684 -0.73562
C -0.96570 1.43242 -1.08233
N 1.25530 0.35260 0.28154
C -0.64327 -0.61107 0.37703
C -0.55434 -1.89557 0.49738
O 1.79597 -0.06316 1.53726
O -2.65406 0.06656 0.41969
H 1.81352 0.74781 2.06000
H -2.83889 0.01111 1.36792
H -0.78340 1.34954 1.13293
H 1.48764 -0.18991 -1.69427
H 3.00651 -0.03850 -0.77608
H 1.99579 -1.47150 -0.56164
H -1.12661 0.71971 -1.88821
H -1.81500 2.11178 -1.05068
H -0.05063 1.99756 -1.26298
H 0.42204 -2.36381 0.56748
H -1.44406 -2.50542 0.56700
*
```



Record 6
Here is one molecule with the formula C5H11NO2 at a distorted geometry from the Open Molecules 2025 dataset. Energies are from wB97M-V/def2-TZVPD.

Output
- HOMO: -8.4867 eV
- Maximum force: 11.94 eV/A
- ΔE to the lowest compared entry with this formula, charge and spin: 132.7 kcal/mol

The geometry in ORCA input format:
```
! RIJCOSX wB97M-V def2-TZVPD def2/J DEFGRID3
* xyz 0 1
C 1.14120 1.91181 -0.08212
C 0.56792 0.42227 0.38444
O 1.08211 0.24064 1.47799
C 0.36719 -0.79617 -0.67853
N 1.19976 -1.95073 -0.31713
C -0.83655 -0.20233 0.17551
C -2.11910 0.42681 -0.25952
O -1.00543 -1.01422 1.33731
H 0.56628 2.18068 -1.00798
H 2.28473 1.48049 -0.50563
H 1.02412 2.67778 0.50054
H 0.48720 -0.36216 1.77448
H 0.12632 -0.49520 -1.80044
H 1.09423 -2.87816 -0.84244
H 2.23525 -1.73436 -0.16150
H -2.31847 1.01521 0.59830
H -2.21635 1.12667 -1.01604
H -2.91461 -0.24728 -0.50280
H -0.76580 -1.80174 0.92555
*
```



Record 7
Here is one molecule with the formula C5H11NO2 at a distorted geometry from the Open Molecules 2025 dataset. Energies are from wB97M-V/def2-TZVPD.

Output
- HOMO: -9.2533 eV
- Maximum force: 3.92 eV/A
- ΔE to the lowest compared entry with this formula, charge and spin: 37.5 kcal/mol

The geometry in ORCA input format:
```
! RIJCOSX wB97M-V def2-TZVPD def2/J DEFGRID3
* xyz 0 1
C 1.65716 -0.48202 -0.93505
C 0.86491 0.18121 0.11998
C 0.78535 -0.55244 1.44433
C -0.64554 0.63999 -0.54581
N -0.99310 1.98688 -0.38935
C -1.78320 -0.29135 -0.12834
O -2.41007 0.01071 0.84938
O -1.96288 -1.39752 -0.83888
H 0.90732 -0.96766 -1.57186
H 2.36649 -1.21018 -0.55675
H 2.40078 0.22373 -1.30674
H 1.29289 1.18964 0.22799
H 0.96996 0.11465 2.31348
H 1.73053 -1.17741 1.43004
H -0.16007 -1.13029 1.58516
H -0.48293 0.31110 -1.54456
H -0.19510 2.49333 -0.16972
H -1.60233 1.97994 0.45414
H -2.74016 -1.92231 -0.43743
*
```



Record 8
Here is one molecule with the formula C5H11NO2 from the Open Molecules 2025 dataset. Energies are from wB97M-V/def2-TZVPD.

Output
- HOMO: -9.4658 eV
- Maximum force: 0.60 eV/A
- ΔE to the lowest compared entry with this formula, charge and spin: 22.6 kcal/mol

The geometry in ORCA input format:
```
! RIJCOSX wB97M-V def2-TZVPD def2/J DEFGRID3
* xyz 0 1
C 0.53692 -1.79252 0.10656
C -0.20993 -0.46739 -0.06105
C -0.74217 -0.33472 -1.48648
N -1.31743 -0.46746 0.86150
C 0.82307 0.69098 0.27801
O 1.10308 0.66344 1.65224
C 0.32391 2.04565 -0.11824
O 0.04289 2.88950 0.69178
H 1.26799 -1.92728 -0.68629
H -0.17908 -2.60973 0.07673
H 1.04691 -1.80763 1.06635
H -1.31076 -1.22790 -1.73077
H 0.07368 -0.23363 -2.19730
H -1.40491 0.52209 -1.58049
H -1.86155 0.38651 0.79195
H -0.97688 -0.55363 1.81339
H 1.74301 0.48307 -0.28774
H 0.80217 1.51444 2.01185
H 0.23908 2.22623 -1.20200
*
```



Record 9
Here is C5H11NO3 as an isolated structure at a distorted geometry from the Open Molecules 2025 dataset. Energies are from wB97M-V/def2-TZVPD.

Output
- HOMO: -9.5569 eV
- Maximum force: 1.96 eV/A
- ΔE to the lowest compared entry with this formula, charge and spin: 36.8 kcal/mol

The geometry in ORCA input format:
```
! RIJCOSX wB97M-V def2-TZVPD def2/J DEFGRID3
* xyz 0 1
C -0.27272 0.90693 -1.03339
C -0.43149 0.69383 0.52216
C -1.62531 1.40050 1.12800
C 1.85493 -1.51811 0.42633
N -0.48901 -0.76401 0.65571
C 0.47927 -1.36134 -0.15022
O 0.38406 2.12855 -1.28121
O 0.40994 -0.18563 -1.51118
O 0.05904 -2.37461 -0.92320
H 1.29370 1.91278 -1.52223
H -0.26523 -1.78980 -1.70859
H -1.41100 -1.10491 0.39440
H -1.27354 0.99535 -1.49061
H 0.49628 1.04612 0.98216
H -1.53595 2.46962 0.94222
H -1.67251 1.23030 2.20258
H -2.55528 1.04989 0.67649
H 2.08563 -0.72077 1.12718
H 1.88938 -2.47524 0.94721
H 2.57982 -1.53947 -0.38381
*
```



Record 10
Here is C5H11NO3 as an isolated structure at a distorted geometry from the Open Molecules 2025 dataset. Energies are from wB97M-V/def2-TZVPD.

Output
- HOMO: -8.7801 eV
- Maximum force: 3.93 eV/A
- ΔE to the lowest compared entry with this formula, charge and spin: 62.0 kcal/mol

The geometry in ORCA input format:
```
! RIJCOSX wB97M-V def2-TZVPD def2/J DEFGRID3
* xyz 0 1
C -1.52773 0.19546 0.99763
C 1.79757 0.07415 0.68823
C -1.59680 1.03129 -0.28216
C 2.77962 -0.10164 -0.40483
C -0.71062 0.45751 -1.37816
N 1.08974 -0.83017 1.23976
O -0.77842 -0.87411 -1.53100
O -2.15810 -1.09882 0.76831
O 0.07982 1.10619 -2.01632
H -1.28845 -1.26481 -0.78445
H -3.11507 -0.98749 0.66952
H -2.05376 0.70976 1.80794
H 1.35482 1.06462 0.82088
H 1.30333 -1.79813 1.00976
H -0.31391 -0.46295 1.25845
H -2.62154 1.08765 -0.68474
H -1.27082 2.05016 -0.08262
H 2.29938 0.25651 -1.32077
H 3.65469 0.52671 -0.24015
H 3.07624 -1.14191 -0.53527
*
```